*A*
Computed, not measured: a 2-piece molecular cluster, C3H8N3O overall, with ωB97M-V/def2-TZVPD.

As for the HOMO-LUMO gap: 9.393 eV. The LUMO energy is -4.31 eV.

```
! RIJCOSX wB97M-V def2-TZVPD def2/J DEFGRID3
* xyz 1 1
C 0.073 0.762 1.511
C -0.393 -0.621 1.117
C 0.535 -0.172 -0.847
N 1.813 -0.058 -0.827
N -0.156 0.099 -1.911
N -1.716 -0.697 0.916
O 1.211 1.033 1.826
H -0.700 1.541 1.413
H 0.141 -1.493 1.355
H 2.384 -0.081 -0.047
H 2.220 0.353 -1.703
H 0.237 0.260 -2.760
H -1.112 0.379 -1.863
H -2.385 -1.509 1.009
H -2.152 0.204 0.810
*
```

***

*B*
Computed, not measured: an isolated ion of composition C3H8N3O and charge +1, with ωB97M-V/def2-TZVPD.

As for the SMILES: NC1=C[C@@H](O)[NH2+]N1. As for the HOMO-LUMO gap: 9.768 eV. The LUMO energy is -3.29 eV.

```
! RIJCOSX wB97M-V def2-TZVPD def2/J DEFGRID3
* xyz 1 1
N 0.603 -1.662 1.488
C 0.162 -0.651 0.703
C -0.949 0.095 0.751
C -1.016 0.993 -0.495
O -0.766 2.287 -0.264
N 0.287 0.514 -1.378
N 1.061 -0.283 -0.453
H 0.113 -2.216 2.188
H 1.549 -1.964 1.207
H -1.660 -0.171 1.439
H -1.923 0.900 -1.185
H -0.186 2.409 0.635
H 0.077 -0.066 -2.174
H 0.517 1.474 -1.545
H 1.882 0.183 -0.078
*
```

***

Which structure is the least stable? The one labeled *B*.

***

*A*
Computed, not measured: an isolated ion of composition C3H8N3O and charge +1, with ωB97M-V/def2-TZVPD.

As for the SMILES: C1C[NH+]1Cn1[nH]o1. As for the HOMO-LUMO gap: 10.990 eV. The LUMO energy is -3.37 eV.

```
! RIJCOSX wB97M-V def2-TZVPD def2/J DEFGRID3
* xyz 1 1
C 1.845 0.207 0.683
C 1.079 1.050 -0.232
N 0.902 -0.408 -0.273
C -0.409 -0.945 -0.026
N -1.392 0.032 -0.597
N -2.669 -0.325 0.041
O -1.993 0.846 0.325
H 2.886 0.204 0.734
H 1.535 0.107 1.684
H 0.206 1.736 0.155
H 1.633 1.379 -1.139
H 1.126 -0.744 -1.224
H -0.439 -1.924 -0.601
H -0.710 -1.033 1.023
H -3.600 -0.181 -0.552
*
```

***

*B*
Computed, not measured: an isolated ion of composition C3H8N3O and charge +1, with ωB97M-V/def2-TZVPD.

As for the SMILES: C#CN(C[NH3+])NO. As for the HOMO-LUMO gap: 9.348 eV. The LUMO energy is -3.76 eV.

```
! RIJCOSX wB97M-V def2-TZVPD def2/J DEFGRID3
* xyz 1 1
C 2.495 -0.719 0.619
C 1.593 -0.602 -0.179
N 0.468 -0.172 -0.757
C -0.859 -0.707 -0.842
N -1.518 -0.607 0.520
N 0.499 1.207 -0.681
O 0.155 1.635 0.693
H 3.503 -0.782 0.898
H -0.765 -1.764 -1.355
H -1.525 -0.196 -1.629
H -2.482 -0.200 0.575
H -1.124 0.246 1.078
H -1.341 -1.338 1.200
H 1.390 1.620 -0.909
H -0.490 2.378 0.770
*
```

***

Which structure is the least stable? The one labeled *A*.

***

*A*
Computed, not measured: a 2-piece molecular cluster, H4NO2PS overall, with ωB97M-V/def2-TZVPD.

As for the HOMO-LUMO gap: 9.060 eV. The LUMO energy is -0.32 eV.

```
! RIJCOSX wB97M-V def2-TZVPD def2/J DEFGRID3
* xyz 0 1
N 4.335 -0.538 0.490
O 2.730 0.055 -1.467
O 1.664 0.362 0.789
P 2.913 0.026 0.111
S -1.958 1.211 0.175
H 4.384 -0.542 1.473
H 3.530 0.082 -1.919
H -0.684 0.845 0.149
H -2.057 1.253 1.558
*
```

***

*B*
Computed, not measured: a 2-piece molecular cluster, H4NO2PS overall, with ωB97M-V/def2-TZVPD.

As for the SMILES: O=PO.NS. As for the HOMO-LUMO gap: 9.942 eV. The LUMO energy is 0.37 eV.

```
! RIJCOSX wB97M-V def2-TZVPD def2/J DEFGRID3
* xyz 0 1
O -2.323 -0.847 0.759
P -2.224 -0.125 -0.498
O -2.138 1.428 -0.157
H -2.394 1.797 0.751
N 0.562 -0.829 -0.869
S 2.001 -0.163 -0.083
H 0.900 -1.014 -1.869
H 0.549 -1.770 -0.451
H 1.299 0.925 0.303
*
```

***

*C*
Computed, not measured: a 2-piece molecular cluster, H4NO2PS overall, with ωB97M-V/def2-TZVPD.

As for the SMILES: O=PO.NS. As for the HOMO-LUMO gap: 9.879 eV. The LUMO energy is 0.36 eV.

```
! RIJCOSX wB97M-V def2-TZVPD def2/J DEFGRID3
* xyz 0 1
O -1.993 0.563 -0.522
P -1.310 -0.096 0.573
O -1.499 -1.646 0.262
H -2.269 -1.890 -0.295
N 0.952 0.231 -0.428
S 2.245 0.833 0.702
H 0.649 1.051 -0.991
H 1.667 -0.253 -1.014
H 1.557 1.206 1.714
*
```

***

Which structure is the least stable? The one labeled *C*.

***

*A*
Computed, not measured: one molecule with the formula H4NO2PS, with ωB97M-V/def2-TZVPD.

As for the SMILES: N=P(O)(O)S. As for the HOMO-LUMO gap: 9.903 eV. The LUMO energy is 0.34 eV.

```
! RIJCOSX wB97M-V def2-TZVPD def2/J DEFGRID3
* xyz 0 1
N -1.115 -0.432 0.988
P -0.033 0.002 0.026
O -0.209 1.449 -0.809
O -0.029 -0.821 -1.365
S 1.825 -0.199 0.920
H -1.091 0.052 1.868
H -0.619 1.083 -1.669
H 0.083 -1.795 -1.272
H 2.578 -0.039 -0.244
*
```

***

*B*
Computed, not measured: one molecule with the formula H4NO2PS, with ωB97M-V/def2-TZVPD.

As for the SMILES: NP(O)(O)=S. As for the HOMO-LUMO gap: 9.646 eV. The LUMO energy is 0.41 eV.

```
! RIJCOSX wB97M-V def2-TZVPD def2/J DEFGRID3
* xyz 0 1
N 0.472 1.063 0.784
P -0.501 -0.040 -0.022
O -0.827 -1.162 1.077
O 0.706 -0.876 -0.751
S -1.784 0.732 -1.242
H 1.509 1.133 0.677
H 0.000 2.012 0.594
H -0.550 -1.936 0.537
H 0.974 -0.925 -1.655
*
```

***

*C*
Computed, not measured: a 2-piece molecular cluster, H4NO2PS overall, with ωB97M-V/def2-TZVPD.

As for the HOMO-LUMO gap: 9.629 eV. The LUMO energy is -0.01 eV.

```
! RIJCOSX wB97M-V def2-TZVPD def2/J DEFGRID3
* xyz 0 1
N -1.953 0.659 1.707
O 1.802 -0.034 -2.024
O -1.125 -1.063 0.072
P -0.644 -0.015 1.203
S 1.302 0.216 1.438
H -1.736 1.486 2.206
H 2.579 0.462 -2.005
H -2.042 -0.969 0.142
H 1.817 -0.741 -2.738
*
```

***

Which structure is the least stable? The one labeled *C*.